Entry 1
A molecular structure, C4H6N2O2, computed with ωB97M-V with the def2-TZVPD basis set.

Last column: Löwdin charge in e.
Atoms and positions in Å:
C -0.953 -0.377 -0.117  -0.3728
C -0.994 1.135 0.307  -0.1276
C 0.640 1.353 -0.209  -0.1046
C 1.394 -0.076 -0.039  -0.4554
H 1.399 -2.304 0.479  0.1260
H -1.816 -1.999 -0.572  0.0438
H -0.855 1.327 1.634  0.1821
H -1.966 1.721 -0.118  0.1382
H 0.530 1.374 -1.578  0.1873
H 1.258 2.520 0.249  0.1921
N 0.352 -0.967 0.352  -0.0782
N -2.051 -1.050 -0.296  0.1498
O 0.504 -2.307 0.063  0.0252
O 2.559 -0.348 -0.157  0.0940

As for the spin multiplicity: 1. The value obtained for the HOMO energy is -9.85 eV. The value obtained for the orbital gap is 10.139 eV. The molar mass is 114.10 g/mol.



Entry 2
A single C4H6N2O2 molecule, computed with ωB97M-V with the def2-TZVPD basis set.

Last column: Löwdin charge in e.
Atoms and positions in Å:
C 0.207 -1.040 -0.505  -0.3150
C -1.133 0.984 -0.331  -0.1326
C 0.259 0.376 0.028  -0.3363
C 1.035 0.713 1.322  0.0132
H 1.857 -1.866 -0.298  0.0502
H -1.352 -1.889 -1.407  0.1967
H -0.814 2.008 -0.855  0.1855
H -1.665 0.892 0.616  0.1313
H 0.674 1.629 1.711  0.0869
H 1.779 0.174 1.966  0.1306
N 0.923 -2.089 -0.599  0.1531
N -1.277 -1.056 -0.639  -0.0027
O -2.042 0.103 -0.945  -0.0990
O 1.550 1.061 -0.064  -0.0619

As for the spin multiplicity: 1. The value obtained for the HOMO energy is -9.13 eV. The value obtained for the orbital gap is 9.951 eV. The SMILES is [H]/N=C1/NOC[C@@]12CO2. The molar mass is 114.10 g/mol.



Entry 3
2 unconnected molecules or ions with the total composition C4H6N2O2, computed with ωB97M-V with the def2-TZVPD basis set.

Last column: Löwdin charge in e.
Atoms and positions in Å:
C 0.102 2.815 0.837  -0.1076
C 0.186 1.528 1.298  -0.0944
C -0.398 1.519 -0.830  -0.1365
C -0.085 -0.740 0.255  -0.2800
N -0.310 2.767 -0.503  0.0526
N -0.087 0.670 0.297  -0.0256
O 0.552 -3.976 -1.369  -0.0676
O 0.119 -1.535 1.098  0.1010
H 0.329 3.665 1.440  0.0917
H 0.600 1.195 2.259  0.1341
H -0.810 1.276 -1.826  0.1343
H -0.308 -1.150 -0.782  0.1481
H 0.291 -3.476 -0.576  0.0130
H -0.181 -4.560 -1.598  0.0369

As for the spin multiplicity: 1. The value obtained for the HOMO energy is -9.56 eV. The value obtained for the orbital gap is 10.006 eV. The SMILES is O=Cn1ccnc1.O. The molar mass is 114.10 g/mol.



Quick one: least stable of them? entry 2



Entry 1
A single C4H6N2O2 molecule, computed with ωB97M-V with the def2-TZVPD basis set.

Last column: Löwdin charge in e.
Atoms and positions in Å:
C -0.107 1.701 0.707  -0.0725
C 0.819 0.987 -0.200  -0.1900
C -0.811 -2.203 -0.398  0.0034
C 0.308 -1.394 0.129  -0.4207
H -0.272 1.030 1.548  0.0886
H -1.028 1.978 0.235  0.0751
H 0.393 2.580 1.163  0.0929
H 1.727 0.691 0.365  0.1476
H 0.992 1.523 -1.100  0.1206
H -1.042 -3.235 -0.158  0.1267
N 0.171 -0.217 -0.529  -0.0624
N -1.484 -1.507 -1.267  0.0869
O -0.933 -0.261 -1.392  -0.0058
O 1.266 -1.675 0.896  0.0098

As for the spin multiplicity: 1. The value obtained for the HOMO energy is -9.52 eV. The value obtained for the orbital gap is 9.981 eV. The SMILES is CCn1oncc1=O. The molar mass is 114.10 g/mol.



Entry 2
2 unconnected molecules or ions with the total composition C4H6N2O2, computed with ωB97M-V with the def2-TZVPD basis set.

Last column: Löwdin charge in e.
Atoms and positions in Å:
C 1.040 -1.386 1.065  -0.0435
C 0.087 -0.462 0.345  -0.2539
C -0.364 1.814 0.069  -0.5717
C -0.547 -0.352 -0.856  -0.3840
H 2.081 -0.791 1.433  0.1531
H 1.090 -2.358 0.450  0.1024
H 0.540 -1.575 2.058  0.0747
H 0.203 1.116 1.999  0.2188
H -2.657 0.851 -1.383  0.1840
H -0.382 -0.615 -2.888  0.1959
N 0.169 0.874 0.903  0.0863
N -0.312 1.078 -1.202  0.2468
O -0.746 2.964 -0.042  0.0539
O -0.200 -1.156 -1.951  -0.0627

As for the spin multiplicity: 1. The value obtained for the HOMO energy is -7.97 eV. The value obtained for the orbital gap is 5.420 eV. The molar mass is 114.10 g/mol.



Entry 3
A single C4H6N2O2 molecule, computed with ωB97M-V with the def2-TZVPD basis set.

Last column: Löwdin charge in e.
Atoms and positions in Å:
C 1.211 1.160 0.122  -0.1432
C 1.462 -0.146 0.399  -0.0782
C 0.764 -1.490 -0.141  -0.3621
C -0.720 -1.529 -0.073  -0.1275
H -0.785 1.598 -0.988  0.1860
H 0.155 2.912 -0.388  -0.0815
H 2.206 1.534 0.797  0.1669
H 2.441 -0.502 0.394  0.0609
H -1.097 -2.560 0.183  0.1576
H -2.929 0.492 0.613  0.1842
N 0.183 2.060 -0.456  0.0751
N -1.384 -0.523 -0.207  0.0247
O 1.413 -2.483 -0.364  0.0825
O -2.920 -0.524 0.108  -0.1455

As for the spin multiplicity: 1. The value obtained for the HOMO energy is -9.02 eV. The value obtained for the orbital gap is 8.935 eV. The SMILES is N/C=C\C(=O)/C=N/O. The molar mass is 114.10 g/mol.



Entry 4
A molecular structure, C4H6N2O2, computed with ωB97M-V with the def2-TZVPD basis set.

Last column: Löwdin charge in e.
Atoms and positions in Å:
C 0.780 -1.175 -0.726  -0.0486
C 0.250 -1.708 0.506  -0.2205
C -1.046 0.141 0.114  -0.4594
C 0.325 0.179 -0.175  -0.3163
N -1.793 1.243 0.402  0.1712
N 1.099 1.356 -0.176  0.0506
O -1.510 -1.053 0.318  0.0099
O 0.415 -2.414 1.427  0.1986
H -2.670 1.082 0.872  0.1055
H -1.307 2.105 0.592  0.0969
H 1.979 1.307 0.322  0.0773
H 1.270 1.749 -1.093  0.0751
H 1.866 -1.273 -0.728  0.1344
H 0.341 -1.539 -1.655  0.1253

As for the spin multiplicity: 1. The value obtained for the HOMO energy is -7.68 eV. The value obtained for the orbital gap is 8.384 eV. The molar mass is 114.10 g/mol.



Quick one: least stable of them? entry 2



Entry 1
A molecular structure, C4H6N2O2, computed with ωB97M-V with the def2-TZVPD basis set.

Last column: Löwdin charge in e.
Atoms and positions in Å:
C 1.439 -0.392 -1.937  -0.1901
C 0.002 -0.400 -0.220  -0.1649
C -1.769 -0.490 1.196  -0.2617
C -0.319 1.376 1.564  -0.2185
H 2.853 0.094 -1.818  0.1549
H 1.128 0.126 -2.927  0.0545
H 1.514 -1.762 -1.837  0.1516
H -0.165 -1.708 -0.173  0.2274
H -2.334 -0.450 2.101  0.1450
H 0.183 2.582 0.816  0.2416
N 0.797 0.419 -0.817  -0.0301
N -0.703 0.261 0.926  -0.0511
O -2.095 -1.218 0.263  0.0066
O -0.533 1.561 2.861  -0.0651

As for the spin multiplicity: 1. The value obtained for the HOMO energy is -10.20 eV. The value obtained for the orbital gap is 10.305 eV. The molar mass is 114.10 g/mol.



Entry 2
A single C4H6N2O2 molecule, computed with ωB97M-V with the def2-TZVPD basis set.

Last column: Löwdin charge in e.
Atoms and positions in Å:
C 2.011 0.612 -0.279  -0.1407
C 0.742 0.965 -0.114  -0.0040
C 1.123 -1.233 0.322  -0.1772
C -1.226 -0.451 0.315  -0.3686
N 2.220 -0.728 -0.009  0.0674
N 0.139 -0.297 0.285  -0.0360
O -1.845 -0.489 -1.138  -0.0396
O -1.899 0.534 0.999  0.0385
H 2.784 1.277 -0.587  0.0949
H 0.032 1.844 -0.093  0.1335
H 1.020 -2.304 0.324  0.1395
H -1.367 -1.429 0.631  0.1381
H -2.290 0.306 -1.386  0.0438
H -1.445 1.392 0.730  0.1104

As for the spin multiplicity: 1. The value obtained for the HOMO energy is -9.85 eV. The value obtained for the orbital gap is 10.340 eV. The SMILES is OC(O)n1ccnc1. The molar mass is 114.10 g/mol.



Entry 3
A molecular structure, C4H6N2O2, computed with ωB97M-V with the def2-TZVPD basis set.

Last column: Löwdin charge in e.
Atoms and positions in Å:
C 1.399 -0.190 -0.008  -0.5631
C -1.085 0.356 0.728  -0.1527
C -2.065 -0.438 -0.092  -0.0364
C -0.526 -0.666 -0.411  -0.2360
H 3.075 -1.205 0.041  0.1015
H 1.787 1.987 -0.364  0.2920
H -0.893 0.178 1.710  0.1081
H -2.721 0.085 -0.970  0.1470
H -2.805 -1.352 0.354  0.1656
H -0.083 0.151 -1.210  0.1769
N 2.674 -0.185 0.279  0.0893
N 0.975 1.056 -0.317  -0.0295
O -0.325 1.529 0.145  -0.1184
O 0.592 -1.306 0.115  0.0559

As for the spin multiplicity: 1. The value obtained for the HOMO energy is -8.66 eV. The value obtained for the orbital gap is 9.491 eV. The molar mass is 114.10 g/mol.



Quick one: least stable of them? entry 3